(1)
Density functional theory data (ωB97M-V/def2-TZVPD) for a cluster of 9 separate species, C60H132N6O12 in total in a non-equilibrium geometry.

```
! wB97M-V def2-TZVPD RIJCOSX def2/J DEFGRID3
* xyz 0 1
C 28.359 8.847 23.422
C 28.183 8.102 24.861
C 27.452 6.725 24.715
C 29.619 7.766 25.345
C 29.710 7.604 26.829
C 29.093 8.877 27.535
C 27.643 9.069 27.169
C 26.766 7.934 27.868
C 27.347 10.472 27.845
N 27.508 9.058 25.736
O 26.256 9.301 25.339
H 28.757 8.137 22.697
H 27.478 9.351 23.026
H 29.133 9.608 23.527
H 27.391 6.139 25.632
H 26.414 7.003 24.532
H 27.943 6.180 23.909
H 29.948 6.777 25.024
H 30.416 8.445 25.042
H 29.261 6.657 27.129
H 30.729 7.411 27.165
H 29.492 9.634 26.859
H 29.205 9.027 28.609
H 25.813 7.731 27.380
H 26.495 8.256 28.874
H 27.281 6.976 27.792
H 26.660 11.063 27.239
H 28.228 11.078 28.060
H 26.893 10.339 28.827
H 26.400 10.004 24.700
C 27.383 3.897 21.619
C 26.486 4.543 20.576
C 26.103 5.954 20.972
C 27.264 4.625 19.213
C 26.500 4.885 17.952
C 25.197 4.074 17.818
C 24.416 3.734 19.164
C 23.492 4.928 19.373
C 23.695 2.431 18.990
N 25.353 3.558 20.296
O 24.692 3.123 21.479
H 26.773 3.925 22.522
H 27.775 2.881 21.673
H 28.131 4.616 21.951
H 25.915 6.677 20.178
H 25.439 5.951 21.836
H 27.092 6.385 21.132
H 28.010 5.396 19.405
H 27.757 3.668 19.044
H 26.350 5.925 18.239
H 27.138 4.903 17.068
H 25.392 3.180 17.228
H 24.552 4.467 17.031
H 22.824 5.031 20.228
H 22.692 4.984 18.635
H 24.028 5.871 19.266
H 24.408 1.608 18.933
H 23.024 2.353 18.135
H 23.076 2.201 19.857
H 24.221 3.923 21.723
C 33.684 1.192 29.495
C 33.293 2.334 28.501
C 31.719 2.556 28.597
C 33.889 3.667 28.948
C 35.309 3.740 28.441
C 35.233 3.816 26.896
C 34.727 2.514 26.362
C 34.419 2.758 24.898
C 35.784 1.457 26.518
N 33.577 1.924 27.070
O 32.765 0.980 26.401
H 34.741 1.317 29.730
H 33.146 1.182 30.442
H 33.371 0.240 29.065
H 31.470 2.963 29.577
H 31.216 3.152 27.835
H 31.107 1.682 28.375
H 33.321 4.431 28.417
H 33.741 3.999 29.976
H 35.848 4.601 28.836
H 35.961 2.928 28.765
H 36.234 4.038 26.526
H 34.545 4.593 26.562
H 33.519 3.353 24.743
H 34.218 1.769 24.487
H 35.214 3.341 24.434
H 35.365 0.476 26.297
H 36.238 1.290 27.495
H 36.722 1.748 26.045
H 33.186 0.153 26.646
C 39.463 4.812 20.221
C 38.069 5.118 19.679
C 37.879 5.169 18.086
C 37.190 3.858 20.161
C 36.783 3.775 21.647
C 35.990 5.048 21.951
C 36.706 6.393 21.518
C 35.595 7.431 21.293
C 37.669 6.802 22.653
N 37.503 6.326 20.191
O 38.223 7.485 19.882
H 39.815 3.851 19.845
H 40.054 5.612 19.775
H 39.551 4.780 21.306
H 37.182 4.406 17.739
H 37.388 6.101 17.807
H 38.842 5.008 17.600
H 36.277 3.845 19.566
H 37.749 2.996 19.796
H 36.055 2.982 21.815
H 37.652 3.710 22.302
H 35.768 5.091 23.017
H 34.977 5.011 21.552
H 34.803 7.196 20.583
H 35.941 8.432 21.034
H 35.006 7.548 22.203
H 38.543 6.156 22.579
H 37.330 6.584 23.665
H 37.843 7.878 22.615
H 37.659 7.867 19.206
C 36.821 7.683 26.922
C 35.713 8.522 26.203
C 36.169 9.076 24.833
C 34.522 7.513 25.870
C 33.747 7.130 27.082
C 33.322 8.430 27.884
C 34.516 9.404 28.288
C 33.699 10.592 28.846
C 35.263 8.829 29.616
N 35.349 9.631 27.096
O 36.355 10.569 27.186
H 37.258 6.962 26.231
H 37.756 8.179 27.181
H 36.490 7.164 27.822
H 35.386 9.769 24.526
H 37.168 9.448 25.060
H 36.277 8.528 23.897
H 33.760 7.979 25.246
H 34.817 6.613 25.330
H 32.933 6.434 26.879
H 34.340 6.527 27.769
H 32.610 8.118 28.649
H 32.710 9.020 27.202
H 33.164 10.319 29.756
H 32.818 10.887 28.275
H 34.308 11.449 29.133
H 35.293 7.739 29.598
H 34.798 8.983 30.589
H 36.201 9.323 29.870
H 37.107 9.988 27.324
C 31.919 6.273 13.599
C 31.589 6.655 15.105
C 31.005 8.060 15.057
C 30.436 5.789 15.671
C 30.754 4.328 16.057
C 31.830 4.386 17.130
C 33.144 5.148 16.567
C 33.956 5.521 17.887
C 34.000 4.261 15.751
N 32.740 6.496 16.023
O 33.854 7.160 15.462
H 30.977 6.152 13.065
H 32.371 7.172 13.178
H 32.406 5.333 13.337
H 30.069 8.158 14.506
H 30.686 8.292 16.073
H 31.623 8.774 14.514
H 29.693 6.353 16.234
H 29.823 5.713 14.772
H 29.878 3.784 16.411
H 30.998 3.764 15.157
H 32.224 3.475 17.581
H 31.275 4.817 17.964
H 34.964 5.934 17.915
H 34.249 4.577 18.345
H 33.335 6.036 18.620
H 35.038 4.244 16.084
H 33.963 4.465 14.681
H 33.785 3.196 15.839
H 33.723 8.058 15.774
O 33.745 9.087 18.848
C 32.451 9.509 18.875
C 31.392 8.760 19.656
O 31.097 7.605 18.862
H 34.031 9.400 17.986
H 32.431 10.551 19.193
H 31.987 9.620 17.895
H 30.586 9.457 19.887
H 31.766 8.376 20.605
H 31.849 7.267 18.371
O 32.466 3.860 21.805
C 31.842 5.029 21.542
C 31.166 5.753 22.669
O 32.162 6.243 23.521
H 33.183 3.683 21.191
H 32.420 5.634 20.844
H 31.046 4.689 20.879
H 30.523 5.136 23.296
H 30.690 6.601 22.176
H 32.786 5.529 23.672
O 30.520 1.445 21.839
C 30.395 0.835 23.181
C 29.540 1.536 24.263
O 29.977 1.135 25.589
H 31.206 2.115 21.885
H 30.175 -0.227 23.066
H 31.422 0.859 23.545
H 28.496 1.394 23.986
H 29.593 2.607 24.063
H 30.930 1.208 25.679
*
```

The calculation puts the relative energy (zero: lowest compared OMol25 entry of this formula, charge and spin) at 9.437 eV. The value obtained for the maximum force is 4.3 eV Å⁻¹. For the LUMO energy, the calculation gives 0.007 Ha. The value obtained for the orbital gap is 8.154 eV. As for the SMILES: CC1(C)CCCC(C)(C)N1O.CC1(C)CCCC(C)(C)N1O.CC1(C)CCCC(C)(C)N1O.CC1(C)CCCC(C)(C)N1O.CC1(C)CCCC(C)(C)N1O.CC1(C)CCCC(C)(C)N1O.OCCO.OCCO.OCCO.

Mulliken population analysis, charges in e, atoms 1 to 99: -1.491, 2.168, -1.682, -0.066, -0.686, -1.766, 1.478, -1.696, -1.619, 0.312, -0.464, -0.025, 0.501, 0.462, 0.228, 0.477, 0.235, -0.771, 0.552, 0.550, -0.338, 0.470, 0.533, 0.351, 0.442, 0.296, 0.385, 0.366, 0.341, 0.415, -2.148, 2.384, -1.530, -1.486, -0.846, -1.499, 1.741, -1.624, -2.149, 0.047, -0.442, 0.528, 0.559, -0.038, 0.365, 0.327, 0.342, 0.382, 0.577, 0.381, 0.316, 0.450, 0.526, 0.335, 0.441, 0.396, 0.480, 0.398, 0.393, 0.393, -1.724, 1.394, -1.991, -0.853, -1.371, -0.900, 2.448, -2.232, -1.790, 0.829, -0.356, 0.310, 0.425, 0.355, 0.408, 0.377, 0.485, 0.147, 0.585, 0.245, 0.581, 0.662, -0.313, 0.327, 0.659, -0.278, 0.356, 0.322, 0.469, 0.299, -1.836, 1.345, -1.558, -1.439, -0.927, 0.052, 2.488, -1.624, -1.786



(2)
Density functional theory data (ωB97M-V/def2-TZVPD) for the molecule C6H9ClS in a non-equilibrium geometry.

```
! wB97M-V def2-TZVPD RIJCOSX def2/J DEFGRID3
* xyz 0 1
C 0.944 1.765 -0.610
C 0.638 0.857 0.522
Cl 2.233 0.680 1.365
C 0.139 -0.556 0.150
C -0.602 -1.363 1.202
C -1.351 -1.981 0.041
C -1.007 -0.761 -0.752
S -1.910 0.137 -1.793
H 0.056 2.171 -1.104
H 1.474 2.624 -0.155
H 1.564 1.343 -1.354
H 0.073 1.391 1.300
H 1.039 -1.041 -0.232
H 0.121 -2.071 1.701
H -1.122 -0.772 1.985
H -0.766 -2.872 -0.164
H -2.394 -2.298 0.182
*
```

The calculation puts the relative energy (zero: lowest compared OMol25 entry of this formula, charge and spin) at 0.971 eV. The value obtained for the maximum force is 3.5 eV Å⁻¹. For the LUMO energy, the calculation gives -0.013 Ha. The value obtained for the orbital gap is 8.435 eV. As for the SMILES: C[C@H](Cl)[C@H]1CCC1=S.

Mulliken charges, unit e, in atom order: -1.408, 0.131, -0.212, 0.356, -0.727, -0.474, -0.169, -0.269, 0.334, 0.419, 0.333, 0.322, 0.261, 0.255, 0.310, 0.182, 0.356



Which formula does entry 1 have? C60H132N6O12